Below is a 13-piece molecular cluster, C45H105N3O24 overall at a distorted geometry, with properties calculated with ωB97M-V/def2-TZVPD.

Each line ends with the Mulliken charge.
Geometry (Å):
C (-7.493654, -11.921166, 11.352929)  -0.814
N (-6.216272, -12.597466, 11.032080)  0.948
O (-5.357473, -12.553816, 11.892866)  -0.407
O (-6.042450, -13.089813, 9.943758)  -0.491
H (-8.174049, -11.629794, 10.563692)  0.318
H (-7.166190, -11.051796, 11.918074)  0.319
H (-7.985173, -12.582913, 12.064595)  0.202
C (-2.786012, -10.394638, 11.064150)  -0.747
N (-3.503120, -10.675899, 9.787234)  0.977
O (-4.629086, -10.278586, 9.623827)  -0.583
O (-2.914189, -11.340999, 8.960820)  -0.473
H (-3.481163, -9.740540, 11.587081)  0.343
H (-1.814042, -9.954417, 10.892313)  0.313
H (-2.749414, -11.329127, 11.619239)  0.192
C (-2.080249, -21.302312, 7.713742)  -1.023
N (-2.241147, -19.833322, 7.672925)  0.848
O (-1.387602, -19.191262, 7.117047)  -0.469
O (-3.141530, -19.346047, 8.321749)  -0.418
H (-2.318932, -21.653032, 6.710185)  0.348
H (-2.830279, -21.733084, 8.370465)  0.339
H (-1.089173, -21.590152, 8.043129)  0.249
C (0.482090, -14.299237, 11.129155)  0.046
O (0.273055, -12.900659, 11.202077)  -0.376
C (0.026338, -12.255479, 9.976836)  0.684
C (1.275781, -12.095653, 9.119303)  -0.726
O (2.247736, -11.230665, 9.649755)  -0.483
C (2.922258, -11.598774, 10.825925)  -0.533
H (0.526743, -14.774763, 12.107282)  0.004
H (1.454734, -14.465044, 10.654143)  0.544
H (-0.301422, -14.795135, 10.547050)  -0.416
H (-0.200688, -11.207702, 10.193116)  -0.174
H (-0.823353, -12.660512, 9.422888)  -0.119
H (0.939469, -11.579711, 8.215068)  0.362
H (1.668359, -13.049058, 8.746389)  0.369
H (3.660373, -10.854117, 11.107904)  0.335
H (3.451591, -12.552969, 10.696201)  0.254
H (2.243413, -11.787876, 11.660832)  0.141
C (-5.903365, -18.833839, 10.555152)  -0.463
O (-6.225029, -19.777787, 11.540067)  -0.427
C (-5.308577, -19.828066, 12.614827)  0.927
C (-5.806305, -20.789887, 13.663997)  -0.908
O (-7.026335, -20.421532, 14.275994)  -0.231
C (-8.216480, -20.780384, 13.608087)  -0.756
H (-5.874575, -17.857913, 11.065088)  0.160
H (-6.666648, -18.789728, 9.779566)  0.347
H (-4.949824, -18.940260, 10.021216)  0.233
H (-5.141584, -18.832329, 13.038960)  -0.572
H (-4.354087, -20.193638, 12.215770)  0.259
H (-5.059416, -20.850261, 14.458978)  -0.017
H (-5.912836, -21.809370, 13.278132)  0.505
H (-8.185559, -20.778209, 12.518351)  0.278
H (-8.978238, -20.090260, 13.964079)  0.271
H (-8.534684, -21.795392, 13.874403)  0.287
C (-8.512328, -18.179934, 17.928186)  -0.662
O (-8.394398, -17.784211, 16.576934)  -0.387
C (-7.070373, -17.483611, 16.185745)  -0.295
C (-7.166062, -16.786818, 14.824413)  0.454
O (-7.380951, -15.410112, 14.965427)  -0.441
C (-7.147766, -14.654594, 13.814982)  -0.708
H (-9.568035, -18.233177, 18.174845)  0.293
H (-8.077493, -17.368672, 18.528567)  0.194
H (-7.972759, -19.088867, 18.203314)  0.279
H (-6.501335, -18.403281, 16.027583)  0.168
H (-6.633018, -16.814050, 16.933163)  0.318
H (-7.969458, -17.297469, 14.279757)  0.425
H (-6.257231, -17.002809, 14.248927)  -0.470
H (-8.050564, -14.478623, 13.210767)  0.231
H (-6.349140, -15.042423, 13.177961)  0.265
H (-6.912031, -13.631471, 14.122213)  0.334
C (2.983177, -22.093716, 11.733555)  -0.875
O (2.039181, -21.116881, 11.357856)  -0.105
C (2.363012, -20.569214, 10.098330)  -0.939
C (1.191286, -19.712875, 9.620139)  0.739
O (0.807823, -18.807634, 10.619050)  -0.354
C (-0.571006, -18.425315, 10.565360)  -0.018
H (2.987548, -22.954994, 11.058266)  0.342
H (2.751563, -22.430047, 12.744741)  0.222
H (3.988135, -21.656885, 11.796520)  0.340
H (2.568547, -21.342489, 9.349292)  0.415
H (3.250099, -19.935429, 10.219626)  0.379
H (0.401316, -20.325095, 9.171786)  -0.537
H (1.587282, -19.196146, 8.734991)  0.020
H (-0.603867, -17.489440, 11.116282)  -0.155
H (-1.164536, -19.218969, 11.025748)  0.555
H (-0.861426, -18.299776, 9.518287)  -0.045
C (-2.123657, -17.667839, 17.059271)  -0.737
O (-2.339463, -18.481539, 15.941510)  0.367
C (-2.691757, -19.807461, 16.226031)  -0.703
C (-2.045447, -20.770118, 15.258509)  -0.296
O (-0.689614, -20.405547, 15.123459)  -0.439
C (-0.257492, -20.385919, 13.775197)  -0.342
H (-1.421193, -18.037922, 17.807573)  0.516
H (-3.068535, -17.380434, 17.541643)  0.332
H (-1.781064, -16.698569, 16.688459)  -0.219
H (-3.784924, -19.929822, 16.239608)  0.227
H (-2.388347, -20.074765, 17.247028)  0.459
H (-2.577244, -20.773735, 14.296976)  -0.043
H (-2.178872, -21.813986, 15.561638)  0.474
H (-0.820398, -19.602330, 13.254911)  -0.044
H (-0.336159, -21.365085, 13.303498)  0.340
H (0.755404, -19.991493, 13.701665)  0.330
C (-1.956132, -12.731577, 16.629195)  -0.460
O (-3.068068, -13.015205, 17.451322)  -0.494
C (-3.905131, -13.977495, 16.843479)  0.560
C (-5.299883, -13.920650, 17.454474)  -0.518
O (-5.365891, -14.177187, 18.836782)  -0.382
C (-6.713284, -14.041160, 19.275841)  -0.651
H (-2.277606, -12.421349, 15.624632)  0.150
H (-1.335379, -13.617860, 16.454361)  0.150
H (-1.393181, -11.917607, 17.077076)  0.340
H (-3.512487, -14.981869, 17.012704)  -0.152
H (-4.158350, -13.683627, 15.820350)  0.100
H (-5.916727, -14.600927, 16.850011)  0.074
H (-5.770692, -12.957811, 17.216893)  0.456
H (-7.318058, -14.741020, 18.698058)  0.188
H (-7.096127, -13.041610, 19.027351)  0.318
H (-6.722570, -14.064019, 20.360104)  0.278
C (-4.856898, -18.717481, 4.930357)  -0.504
O (-4.583511, -17.335698, 5.087834)  -0.384
C (-4.689690, -16.857115, 6.391968)  0.621
C (-5.304107, -15.470930, 6.464875)  -0.111
O (-4.544145, -14.561356, 5.729780)  -0.304
C (-4.816169, -13.223359, 6.033561)  -0.775
H (-4.854113, -18.970983, 3.877108)  0.306
H (-5.819788, -18.942700, 5.400501)  0.327
H (-4.095581, -19.271472, 5.491081)  -0.003
H (-3.715034, -16.793209, 6.897820)  -0.850
H (-5.272778, -17.513361, 7.054233)  0.314
H (-5.386188, -15.296159, 7.547488)  0.116
H (-6.337334, -15.485438, 6.088397)  0.473
H (-5.889989, -12.999953, 6.073074)  0.364
H (-4.346916, -12.619204, 5.256930)  0.266
H (-4.420449, -12.847474, 6.986614)  0.222
C (-1.477760, -13.687231, 6.899173)  -0.316
O (-0.312569, -14.365961, 7.334144)  -0.171
C (-0.313189, -15.724699, 6.972832)  -0.325
C (0.730535, -16.498664, 7.744249)  0.291
O (2.013898, -16.008204, 7.466222)  -0.500
C (2.980292, -16.484124, 8.363015)  -0.441
H (-1.636921, -14.002101, 5.860452)  0.460
H (-1.324775, -12.620542, 7.036665)  0.305
H (-2.375222, -14.008019, 7.441994)  -0.347
H (-0.026160, -15.772040, 5.911055)  0.443
H (-1.298070, -16.201199, 7.027595)  -0.068
H (0.642563, -17.567958, 7.513115)  0.287
H (0.469349, -16.426891, 8.810025)  -0.213
H (2.840459, -16.060592, 9.368197)  0.103
H (3.964029, -16.117184, 8.070938)  0.334
H (2.966109, -17.574418, 8.441600)  0.210
C (-3.471481, -16.758879, 13.721708)  -0.472
O (-3.487267, -15.342482, 13.622416)  0.427
C (-2.556131, -14.767794, 12.703842)  -0.468
C (-3.180077, -14.876149, 11.314229)  0.018
O (-3.087162, -16.172359, 10.749888)  0.425
C (-3.656026, -16.186600, 9.444617)  0.656
H (-4.095572, -16.999877, 14.581424)  -0.121
H (-2.451729, -17.052731, 13.976374)  0.386
H (-3.871622, -17.242909, 12.830714)  -0.251
H (-1.695442, -15.447428, 12.765759)  -0.172
H (-2.274028, -13.748714, 12.952256)  0.480
H (-2.703586, -14.147208, 10.644740)  -0.175
H (-4.219745, -14.579362, 11.477137)  0.071
H (-3.389071, -17.149882, 9.013082)  -0.766
H (-3.368820, -15.308549, 8.861010)  -0.603
H (-4.746336, -16.149166, 9.590586)  0.505
C (1.255815, -15.976881, 16.372225)  -0.304
C (2.391904, -15.983572, 17.163933)  -0.507
C (3.426871, -15.073287, 16.925571)  -0.392
C (3.346470, -14.231392, 15.817141)  -0.505
C (2.201727, -14.243234, 15.024728)  -0.511
C (1.138165, -15.081045, 15.319956)  -0.291
H (0.467983, -16.700391, 16.534504)  0.344
H (2.540245, -16.729821, 17.934148)  0.382
H (4.247973, -14.980092, 17.622721)  0.364
H (4.200844, -13.629504, 15.538433)  0.381
H (2.117192, -13.615748, 14.144742)  0.573
H (0.179339, -15.063222, 14.815214)  0.464

Atoms 1-3, force components in eV/Å:
-0.1 0.3 1.5
0.5 0.4 -0.9
-0.2 0.1 0.4

Output
LUMO energy ... -0.34 eV
Gap between HOMO and LUMO ... 8.60 eV
E ... -101957.3878 eV